Here is C20H21BF2N8ReS5 as an isolated structure from the Open Molecules 2025 dataset. Energies are from ωB97M-V with the def2-TZVPD basis set.

XYZ file:
```
58
Properties=species:S:1:pos:R:3
Re -1.00292 -0.83436 -0.95347
C 1.79634 -2.52818 -2.64780
C 2.06141 -1.50602 -1.59950
C 3.32549 -1.14853 -1.15610
C 3.12465 -0.24308 -0.13583
N 1.81201 -0.06602 0.02342
N 1.12530 -0.83090 -0.88970
B 1.01125 0.82281 0.98565
N 0.14856 1.79384 0.13145
C 0.20911 3.12560 0.03828
C -0.74430 3.54436 -0.86750
C -1.36474 2.38195 -1.31610
C -2.47341 2.29325 -2.30727
N -0.80293 1.32002 -0.70607
N 0.05588 -0.10943 1.78448
C 0.03781 -0.32792 3.09914
C -0.98009 -1.21347 3.38466
C -1.55606 -1.52407 2.16090
C -2.67945 -2.48745 1.98557
N -0.91587 -0.84940 1.17753
N 1.81467 1.64460 1.96619
C 1.29247 2.49927 2.88540
C 2.32909 3.06018 3.58036
C 3.48886 2.48548 3.01549
C 4.91638 2.72739 3.38017
N 3.16994 1.64067 2.05226
H 2.73146 -2.74121 -3.16177
H 1.06966 -2.20640 -3.38863
H 1.42949 -3.45159 -2.20452
H 4.26495 -1.51858 -1.52596
H 3.81016 0.29463 0.49466
H 0.92234 3.68630 0.61720
H -0.96450 4.55350 -1.16727
H -2.78517 3.29817 -2.58425
H -3.33511 1.77003 -1.89420
H -2.15703 1.77588 -3.21273
H 0.74268 0.16164 3.74844
H -1.26704 -1.59615 4.34791
H -3.24470 -2.53094 2.91475
H -2.30351 -3.49234 1.79138
H -3.36421 -2.21100 1.18860
H 0.22679 2.64195 2.97580
H 2.26883 3.77828 4.37974
H 4.99002 3.45021 4.19021
H 5.47381 3.11323 2.52702
H 5.39517 1.80341 3.70340
S -5.90366 -2.51058 -6.02865
C -4.75967 -2.07908 -4.83706
S -5.18126 -1.92433 -3.20582
C -3.62113 -1.41653 -2.65317
C -2.64827 -1.35104 -3.61132
S -1.06365 -0.78356 -3.25303
S -3.13847 -1.78581 -5.21261
S -3.32738 -0.93089 -1.02932
F -0.97525 -3.65623 -1.95843
C -0.92340 -2.99075 -0.74165
F 0.20970 -3.43884 -0.10363
H -1.77112 -3.38194 -0.17671
```

The expectation value of S² is 2.029. The energy above the lowest of the compared OMol25 structures with the same formula, charge and spin is 0.000 eV. Its HOMO-LUMO gap (spin up / spin down) is 6.3 / 4.2 eV. Its charge is +1. The spin multiplicity is 3.

Löwdin atomic charge list, values in e, 4 entries:
1. Re 1.093
2. C -0.035
3. C -0.304
4. C 0.010